[1]
This record from the OMol25 dataset describes 2 unconnected molecules or ions with the total composition C12H21N4S. The level of theory is ωB97M-V/def2-TZVPD.

Output
**F_max**: 0.5 eV/Å
**Relative energy (zero: lowest compared OMol25 entry of this formula, charge and spin)**: 48.88 kcal per mole
**Charge**: +1
**HOMO**: -12.062 eV
**Frontier orbital gap**: 7.79 eV

```
38
Properties=species:S:1:pos:R:3:forces:R:3:mulliken_charge:R:1
N 1.706400 2.482816 -0.217578 0.1 -0.2 0.0 -0.64
C 1.299902 1.380797 -1.102477 0.0 0.3 0.2 0.09
C -0.128391 1.566242 -1.630308 0.0 -0.2 -0.2 -0.93
C -1.195242 0.633551 -1.028063 0.0 0.3 0.0 -0.68
C -1.048855 0.325874 0.474394 -0.3 -0.2 0.0 0.19
C -0.898568 -1.176163 0.783586 0.2 0.1 0.0 -1.18
C 0.096216 -1.584161 1.887194 -0.2 0.0 0.1 0.36
C 0.398150 -0.584527 3.019787 0.0 0.3 0.1 -0.72
C 1.794602 -0.886602 3.381651 0.0 0.0 0.0 -0.09
N 2.374952 -1.581937 2.477200 0.1 0.1 0.0 0.88
N 3.702045 -1.919493 2.557758 0.2 0.2 0.0 -1.12
C 4.363374 -2.058344 1.521148 -0.3 -0.3 -0.1 0.60
S 5.208780 -2.318782 0.274779 0.2 0.1 0.0 -0.21
C 1.485331 -2.001297 1.372519 -0.2 -0.5 0.0 -0.84
H 1.397807 2.344498 0.737118 -0.1 0.1 0.0 0.19
H 2.713643 2.578173 -0.191418 0.0 0.0 0.0 0.23
H 1.375263 0.408115 -0.595764 0.1 -0.1 -0.2 -0.31
H 2.001955 1.380022 -1.934042 0.0 -0.1 0.0 0.53
H -0.112313 1.382819 -2.706845 -0.1 0.1 0.0 0.33
H -0.401143 2.614349 -1.506856 0.0 0.0 0.1 0.39
H -1.223955 -0.290758 -1.605673 0.0 -0.1 0.1 0.38
H -2.167623 1.099367 -1.186931 0.0 -0.1 -0.1 0.19
H -1.952255 0.669749 0.979251 0.1 0.1 0.1 0.42
H -0.230999 0.906566 0.901109 0.1 0.0 -0.1 -0.35
H -0.602198 -1.693482 -0.131140 0.0 -0.1 0.0 0.44
H -1.869057 -1.588208 1.053745 -0.1 0.0 -0.1 0.40
H -0.311450 -2.460790 2.393074 0.0 -0.1 -0.1 0.49
H -0.282483 -0.618363 3.868870 0.0 -0.1 0.0 0.44
H 0.423397 0.468232 2.708484 -0.2 0.0 -0.1 0.26
H 2.352556 -0.540534 4.242138 0.0 0.0 0.0 0.49
H 1.564425 -3.084418 1.278285 0.1 0.0 0.0 0.34
H 1.803167 -1.577709 0.419533 0.0 0.4 0.2 0.36
C -3.983578 1.404838 -3.941029 0.0 0.0 0.0 -0.78
C -3.858933 0.067252 -3.375610 0.0 -0.1 0.0 0.41
N -3.749419 -0.981543 -2.922076 0.0 0.1 0.0 -0.41
H -4.042197 1.344263 -5.026049 0.0 0.0 0.0 0.32
H -4.885174 1.884010 -3.564218 0.0 0.0 0.0 0.27
H -3.118130 2.005577 -3.665545 0.0 0.0 0.0 0.23
```
Positions in Å, forces in eV/Å.



[2]
This record from the OMol25 dataset describes a single C3H5FO2 molecule. The level of theory is ωB97M-V/def2-TZVPD.

Output
**F_max**: 1.8 eV/Å
**Relative energy (zero: lowest compared OMol25 entry of this formula, charge and spin)**: 16.03 kcal per mole
**HOMO**: -10.470 eV
**Frontier orbital gap**: 11.14 eV
**SMILES**: O=C(CO)CF

```
11
Properties=species:S:1:pos:R:3:forces:R:3:mulliken_charge:R:1
C -0.817111 -0.774376 0.005459 1.3 -0.6 0.3 -0.37
C -0.038535 0.556133 -0.063652 -1.8 0.5 0.0 0.64
C 1.465245 0.494166 0.015687 0.3 -0.6 0.2 -0.23
H -2.351807 0.334912 0.058689 -0.2 0.1 -0.1 0.35
H -0.532309 -1.489231 -0.802455 0.3 0.5 0.7 0.28
H -0.478021 -1.215170 1.009311 -0.5 0.3 -1.1 0.23
H 1.850799 1.085700 -0.811869 0.2 0.1 0.1 0.27
H 1.872798 0.842460 0.992656 -0.4 -0.1 -0.7 0.23
O -2.181415 -0.602896 -0.110913 -0.4 0.4 0.3 -0.51
O -0.661955 1.612877 -0.128083 1.1 -1.4 0.2 -0.60
F 1.872313 -0.844577 -0.164830 -0.1 0.8 0.1 -0.28
```
Positions in Å, forces in eV/Å.



[3]
This record from the OMol25 dataset describes 2 unconnected molecules or ions with the total composition C5H14. The level of theory is ωB97M-V/def2-TZVPD.

Output
**F_max**: 4.6 eV/Å
**Relative energy (zero: lowest compared OMol25 entry of this formula, charge and spin)**: 42.76 kcal per mole
**HOMO**: -10.913 eV
**Frontier orbital gap**: 11.99 eV
**SMILES**: CCC.CC

```
19
Properties=species:S:1:pos:R:3:forces:R:3:mulliken_charge:R:1
C -1.058606 0.794151 -1.617097 0.5 -4.4 -1.0 -0.69
C -1.964204 0.998078 -2.818785 -2.6 -1.1 2.6 -1.10
H -0.687057 1.658883 -1.070648 0.0 -0.2 -0.2 0.35
H -1.450290 -0.065471 -0.958231 0.0 2.0 -0.5 0.28
H -0.280361 0.109837 -2.156136 -0.1 1.8 1.4 0.26
H -2.906260 1.530455 -2.552013 0.5 -0.4 -0.5 0.31
H -2.185917 0.040230 -3.311427 -0.3 0.1 0.5 0.29
H -1.453434 1.484713 -3.529813 1.7 2.4 -2.6 0.38
C 1.283874 -1.210641 1.739691 -0.7 -0.7 3.4 -0.34
C 2.258130 -0.007716 1.619805 -0.8 -0.4 2.1 -0.97
C -0.155039 -0.784442 1.459472 -1.2 0.7 1.4 -0.74
H 1.537313 -2.077673 1.158654 0.4 -0.2 -0.5 0.37
H 1.263719 -1.656346 2.875081 0.5 1.2 -2.5 0.19
H 2.054332 0.708520 2.554966 1.0 -1.5 -2.1 0.25
H -0.246818 0.216589 1.894899 0.3 0.6 -0.8 0.31
H -0.352174 -0.749188 0.355918 -0.3 -0.2 1.4 -0.08
H 2.062060 0.532035 0.733290 -0.7 0.8 -1.0 0.27
H 3.271601 -0.361455 1.427248 0.2 0.2 1.0 0.33
H -0.990867 -1.160561 2.195127 1.4 -0.7 -2.1 0.34
```
Positions in Å, forces in eV/Å.



Please write out number 2 again, unchanged.
This record from the OMol25 dataset describes a single C3H5FO2 molecule. The level of theory is ωB97M-V/def2-TZVPD.

Output
**F_max**: 1.8 eV/Å
**Relative energy (zero: lowest compared OMol25 entry of this formula, charge and spin)**: 16.03 kcal per mole
**HOMO**: -10.470 eV
**Frontier orbital gap**: 11.14 eV
**SMILES**: O=C(CO)CF

```
11
Properties=species:S:1:pos:R:3:forces:R:3:mulliken_charge:R:1
C -0.817111 -0.774376 0.005459 1.3 -0.6 0.3 -0.37
C -0.038535 0.556133 -0.063652 -1.8 0.5 0.0 0.64
C 1.465245 0.494166 0.015687 0.3 -0.6 0.2 -0.23
H -2.351807 0.334912 0.058689 -0.2 0.1 -0.1 0.35
H -0.532309 -1.489231 -0.802455 0.3 0.5 0.7 0.28
H -0.478021 -1.215170 1.009311 -0.5 0.3 -1.1 0.23
H 1.850799 1.085700 -0.811869 0.2 0.1 0.1 0.27
H 1.872798 0.842460 0.992656 -0.4 -0.1 -0.7 0.23
O -2.181415 -0.602896 -0.110913 -0.4 0.4 0.3 -0.51
O -0.661955 1.612877 -0.128083 1.1 -1.4 0.2 -0.60
F 1.872313 -0.844577 -0.164830 -0.1 0.8 0.1 -0.28
```
Positions in Å, forces in eV/Å.



Among the records above, which one has the lowest HOMO? C12H21N4S